# 1
# CH5BrOSi

A 2-piece molecular cluster, CH5BrOSi overall (ωB97M-V/def2-TZVPD, OMol25).

XYZ file:
```
9
Properties=species:S:1:pos:R:3:nbo_charge:R:1
C -1.70 1.51 0.02 -0.514
O 1.08 0.22 -0.08 -0.746
Si 1.38 -1.25 -0.20 1.145
Br -2.34 3.04 0.73 0.138
H -2.43 0.66 -0.33 0.190
H -0.67 1.17 0.00 0.224
H 0.23 -2.02 -0.76 -0.195
H 1.59 -1.86 1.10 -0.121
H 2.85 -1.46 -0.49 -0.120
```

Gap between HOMO and LUMO (spin up / spin down)   10.405 / 4.327 eV
E_tot   -2979.65654 hartree
LUMO level (spin up / spin down)   0.0 / -3.6 eV
Molecular weight   141.04 g mol⁻¹
Charge   0
Relative energy (zero: lowest compared OMol25 entry of this formula, charge and spin)   117.9 kcal/mol
Multiplicity   1
Largest force on an atom   5.36 eV/A



# 2
# C5H9NO2

One molecule with the formula C5H9NO2 (ωB97M-V/def2-TZVPD, OMol25).

XYZ file:
```
17
Properties=species:S:1:pos:R:3:nbo_charge:R:1
O -2.24 1.06 -0.24 -0.585
C -1.47 0.15 -0.03 0.757
O -1.87 -1.11 -0.30 -0.689
C -0.13 0.13 0.73 -0.176
C 0.84 1.25 0.13 -0.429
C 2.15 0.70 -0.21 -0.443
C 1.74 -0.80 -0.46 -0.219
N 0.56 -1.20 0.41 -0.667
H -0.93 -1.59 -0.27 0.502
H -0.47 0.22 1.78 0.240
H 0.40 1.59 -0.87 0.233
H 0.60 2.34 0.81 0.242
H 2.75 1.10 -1.09 0.233
H 2.95 0.65 0.59 0.204
H 1.48 -0.89 -1.55 0.196
H 2.58 -1.47 -0.18 0.209
H 0.82 -1.75 1.25 0.394
```

SMILES   O=C(O)[C@@H]1CCCN1
Gap between HOMO and LUMO   10.191 eV
E_tot   -401.11502 hartree
LUMO level   0.5 eV
Molecular weight   115.13 g mol⁻¹
Charge   0
Relative energy (zero: lowest compared OMol25 entry of this formula, charge and spin)   38.7 kcal/mol
Multiplicity   1
Largest force on an atom   5.95 eV/A



# 3
# C9H9N3OS

One molecule with the formula C9H9N3OS (ωB97M-V/def2-TZVPD, OMol25).

XYZ file:
```
23
Properties=species:S:1:pos:R:3:nbo_charge:R:1
C -3.97 1.15 0.57 -0.677
C -4.33 -0.12 -0.37 -0.550
S -2.88 -1.29 -0.26 0.282
C -1.57 -0.18 -0.02 0.320
N -1.50 1.11 -0.52 -0.333
N -0.18 1.47 -0.15 -0.231
C 0.46 0.43 0.42 0.372
C 1.93 0.33 0.38 -0.053
C 2.45 -1.09 0.22 -0.226
C 3.83 -1.35 0.03 0.008
N 4.77 -0.44 -0.24 -0.397
C 4.31 0.85 -0.35 0.019
C 2.99 1.26 -0.04 -0.229
O -0.49 -0.67 0.51 -0.413
H -3.78 0.78 1.59 0.211
H -3.15 2.05 0.23 0.300
H -5.14 1.58 0.75 0.210
H -5.27 -0.85 0.09 0.256
H -4.59 0.27 -1.58 0.252
H 1.86 -2.05 0.23 0.229
H 4.18 -2.31 0.50 0.202
H 5.08 1.65 -0.52 0.212
H 2.55 2.22 0.04 0.235
```

SMILES   CCSc1nnc(-c2ccncc2)o1
Gap between HOMO and LUMO   8.254 eV
E_tot   -985.85479 hartree
LUMO level   -0.5 eV
Molecular weight   207.26 g mol⁻¹
Charge   0
Relative energy (zero: lowest compared OMol25 entry of this formula, charge and spin)   110.3 kcal/mol
Multiplicity   1
Largest force on an atom   6.74 eV/A



# 4
# C6H15N

An isolated ion of composition C6H15N and charge +1 (ωB97M-V/def2-TZVPD, OMol25).

XYZ file:
```
22
Properties=species:S:1:pos:R:3:mulliken_spin:R:1
C -0.80 -0.34 1.65 0.029
C -1.67 0.89 1.66 0.012
C 0.63 -0.25 1.12 0.018
N 0.64 0.20 -0.23 0.753
C -0.01 -0.91 -1.09 0.027
C -0.83 -0.11 -2.15 0.038
C 2.05 0.51 -0.77 0.002
H -1.34 -1.01 0.84 0.001
H -0.69 -0.81 2.64 -0.003
H -1.65 1.33 2.72 0.000
H -2.57 0.73 1.31 0.000
H -1.16 1.51 0.90 -0.005
H 1.08 -1.27 1.26 0.062
H 1.31 0.36 1.76 0.017
H 0.88 -1.40 -1.53 0.020
H -0.73 -1.47 -0.47 -0.005
H -1.12 0.89 -1.78 -0.009
H -1.61 -0.71 -2.63 0.000
H -0.33 0.01 -3.05 -0.001
H 2.25 1.67 -0.80 0.021
H 2.96 -0.01 -0.34 0.024
H 2.00 0.05 -1.78 -0.001
```

Gap between HOMO and LUMO (spin up / spin down)   12.625 / 7.441 eV
⟨S²⟩   0.755
E_tot   -291.96154 hartree
LUMO level (spin up / spin down)   -2.6 / -7.8 eV
Molecular weight   101.19 g mol⁻¹
Charge   +1
Relative energy (zero: lowest compared OMol25 entry of this formula, charge and spin)   63.1 kcal/mol
Multiplicity   2
Largest force on an atom   6.54 eV/A